No. 1
Formula: C12H12N3
Source: the OMol25 dataset
Level of theory: the ωB97M-V functional and the def2-TZVPD basis

Values from the calculation:
Total charge: +1
Electronic energy, a.u.: -628.39411
SMILES: c1ccc(C2=[NH+]n3cccc3CN2)cc1
Orbital gap, hartree: 0.263
Highest occupied orbital energy, eV: -11.863

Each line ends with the Löwdin charge.
Positions of all 27 atoms, in Å:
C: -4.3747 -0.4336 -0.3127  -0.03
C: -3.7333 0.7563 -0.6743  -0.05
C: -3.6262 -1.3502 0.4554  -0.03
C: 4.1261 -0.8023 -0.7811  -0.06
C: -2.3864 0.9211 -0.5445  -0.03
C: -2.2614 -1.0946 0.7254  -0.01
C: 3.8768 0.5675 -0.3683  -0.02
C: 2.9912 -1.5352 -0.5691  -0.01
C: -1.6433 0.0451 0.2275  -0.18
C: 2.6359 0.6114 0.2074  -0.24
C: -0.2022 0.2257 0.2897  0.00
C: 1.7224 1.6967 0.6440  -0.08
N: 2.1147 -0.6530 0.1985  -0.12
N: 0.3853 1.4332 0.1886  0.12
N: 0.8677 -0.8891 0.6201  0.14
H: -5.4321 -0.6999 -0.4465  0.13
H: -4.2376 1.4526 -1.3468  0.13
H: -4.1919 -2.2166 0.9763  0.15
H: 5.0294 -1.2065 -1.3231  0.13
H: -1.7899 1.7218 -1.0182  0.13
H: -1.6906 -1.8175 1.2569  0.10
H: 4.6626 1.2583 -0.3156  0.09
H: 2.7162 -2.5598 -0.5767  0.10
H: 1.7729 1.7994 1.7709  0.16
H: 2.1900 2.6574 0.2239  0.17
H: -0.2503 2.0352 -0.3109  0.14
H: 0.7286 -1.9232 0.8030  0.19

No. 2
Formula: C3H13N3O
Source: the OMol25 dataset
Level of theory: the ωB97M-V functional and the def2-TZVPD basis

Values from the calculation:
Total charge: 0
Electronic energy, a.u.: -361.55077
SMILES: NCCNCN.O
Orbital gap, hartree: 0.371
Highest occupied orbital energy, eV: -9.181

Each line ends with the Löwdin charge.
Positions of all 20 atoms, in Å:
C: 0.3201 0.9367 -0.2124  -0.29
N: 0.2435 -0.4572 0.2636  -0.08
C: 1.0055 -0.4912 1.6242  -0.27
N: 0.2245 -1.1815 2.6625  -0.02
C: -0.2390 1.0664 -1.6016  -0.28
N: 0.6670 0.4235 -2.5735  -0.01
H: 1.3094 1.3819 -0.1525  0.10
H: -0.2623 1.6324 0.4551  0.13
H: 0.5980 -1.1322 -0.4299  0.11
H: 1.1645 0.5195 1.9835  0.09
H: 2.0608 -0.8086 1.4314  0.12
H: -0.7646 -1.1142 2.4084  0.04
H: 0.3652 -2.2713 2.6276  0.11
H: -1.2205 0.4914 -1.5196  0.11
H: -0.5250 2.0895 -1.9043  0.11
H: 0.1639 0.1180 -3.4010  0.07
H: 1.5920 0.8372 -2.6523  0.07
H: -2.5571 -0.5095 -0.4196  -0.02
H: -1.5867 -0.7657 0.9166  0.05
O: -2.5592 -0.7653 0.4935  -0.13

No. 3
Formula: C5H7N3
Source: the OMol25 dataset
Level of theory: the ωB97M-V functional and the def2-TZVPD basis

Values from the calculation:
Total charge: 0
Electronic energy, a.u.: -358.70273
SMILES: C1=NN=CN2C[C@H]2C1
Orbital gap, hartree: 0.310
Highest occupied orbital energy, eV: -8.278

Each line ends with the Löwdin charge.
Positions of all 15 atoms, in Å:
C: -0.9359 -0.4725 -1.0519  -0.16
C: -0.1183 0.7047 -1.7640  -0.12
C: 1.1074 1.1340 1.1727  -0.30
C: -0.3604 -1.3529 1.3756  0.02
C: 0.0148 -0.8242 0.1312  -0.34
H: -1.9557 -0.0509 -0.5724  0.14
H: -1.3226 -1.3200 -1.7637  0.12
H: -0.2920 0.9828 -2.9502  0.13
H: 1.6743 1.8617 2.0433  0.17
H: 0.4698 -1.6738 2.0320  0.14
H: -1.3434 -1.4956 1.3962  0.07
H: 1.0325 -1.1578 -0.3740  0.18
N: 0.5266 1.7557 -1.0679  -0.02
N: 1.3424 1.7412 0.0868  -0.06
N: 0.1603 0.1675 1.3064  0.02

The calculation returns the following relative energy (zero: lowest compared OMol25 entry of this formula, charge and spin) values, one per record and in order: 1.452; 2.005; 8.589 eV.